{
  "formula": "C4H17N2O2",
  "method": "the ωB97M-V functional and the def2-TZVPD basis",
  "e_lumo_ev": -2.6,
  "molar_mass_da": 125.2,
  "total_charge": 1,
  "homo_lumo_gap_ev": 10.96,
  "total_energy_ha": -422.29033,
  "relative_energy_kj_mol": 268.8,
  "symbols": ["C", "N", "C", "C", "N", "C", "H", "H", "H", "H", "H", "H", "H", "H", "H", "H", "H", "H", "H", "H", "H", "O", "H", "H", "O"],
  "positions_angstrom": [[-0.23284, -1.11250, -0.07372], [0.76069, -0.09360, -0.47811], [1.67536, 0.41450, 0.53552], [-1.43143, -0.43734, 0.62789], [-1.29750, 1.04203, 0.34950], [-2.18912, 1.58357, -0.68768], [-0.61637, -1.75082, -0.95447], [0.14763, -1.82806, 0.67918], [1.34799, -0.54953, -1.14516], [1.00928, 1.07624, 1.17140], [2.22688, -0.47559, 1.00594], [2.49347, 1.01639, 0.13797], [-2.33269, -1.00560, 0.30265], [-1.25954, -0.60694, 1.69980], [-0.28434, 0.94182, -0.11009], [-1.22628, 1.71561, 1.06459], [-2.10048, 1.02631, -1.66170], [-3.20644, 1.78653, -0.33029], [-1.68833, 2.70026, -0.83775], [2.78150, -0.79190, -3.81020], [1.61788, 0.20697, -4.15372], [1.99548, -0.33609, -3.35538], [1.17758, -0.91634, 3.57404], [0.10657, -2.18619, 3.47070], [0.52507, -1.41972, 2.97907]],
  "forces_ev_per_angstrom": [[-0.13, -1.39, -0.22], [-0.14, -0.82, -0.47], [0.10, -0.97, 1.57], [0.47, -0.51, 1.14], [-0.09, -2.09, -2.25], [1.60, 3.61, -1.26], [0.99, 1.39, 0.98], [0.17, 0.28, -0.52], [0.02, 0.24, -1.35], [1.59, -0.96, 0.31], [-1.12, 1.45, 0.28], [-0.50, 0.18, -0.51], [0.13, 1.45, 0.25], [-0.41, 0.34, -0.27], [-0.91, 0.51, -0.57], [-0.28, 0.24, 1.73], [-0.25, 0.47, 1.25], [0.30, -0.61, -0.17], [-1.54, -2.72, -0.17], [-1.65, 0.89, 1.12], [0.93, -1.45, 2.35], [0.73, 0.51, -3.38], [-1.66, -1.58, -1.00], [1.13, 1.54, -0.41], [0.52, 0.01, 1.55]]
}